# 1
Formula: C36H27BCl4CuN2O4PS
Source: OMol25
Level of theory: ωB97M-V/def2-TZVPD

Computed properties:
2S+1 ... 1
ΔE to the lowest compared entry with this formula, charge and spin ... 54.2 kcal per mole
HOMO level ... -0.854 eV
Total charge ... -2

Last column: Löwdin charge in e.
Cartesian coordinates (Å):
Cu 0.653 -2.171 2.534  0.349
Cl -3.244 -5.180 2.417  0.635
Cl -5.381 -1.473 5.857  0.585
Cl -2.292 -0.449 6.301  0.598
Cl -5.948 -3.695 3.842  0.473
S -0.016 -1.662 -1.658  0.986
P -1.116 0.017 1.167  1.165
O -1.073 -3.433 2.500  -0.152
O 3.714 -1.308 2.023  0.022
O -0.504 -1.550 4.170  -0.143
O 2.460 -1.196 0.114  -0.036
N 0.068 0.516 -3.354  0.114
N -0.163 -1.514 -4.541  0.121
C -1.854 0.203 -0.567  -0.365
C -2.730 0.489 -3.304  -0.077
C 2.030 1.928 -3.552  -0.007
C 5.745 -0.360 -1.366  -0.160
C 0.995 -1.326 -5.045  -0.382
C -0.492 -0.823 -3.316  -0.605
C 1.863 -0.304 -4.554  -0.024
C -1.681 -2.011 4.164  -0.467
C -2.914 1.423 -2.413  -0.119
C -2.537 1.249 -1.011  -0.101
C -1.983 -0.773 -2.952  -0.245
C -2.151 2.507 2.290  -0.102
C 2.245 2.067 2.149  -0.082
C 1.123 1.283 2.151  -0.105
C 4.397 -0.584 -1.352  -0.033
C -2.253 1.128 2.070  -0.347
C 2.594 2.820 0.998  -0.081
C -4.260 1.132 3.385  -0.098
C 4.529 -0.996 1.007  -0.254
C -1.745 -1.041 -1.399  -0.467
C -4.014 -2.177 5.066  -0.779
C -3.245 -3.706 3.334  -0.648
C 0.324 1.128 0.964  -0.351
C 5.895 -0.707 1.029  -0.006
C -4.210 -3.265 4.221  -0.657
C 1.338 -2.171 -6.238  -0.042
C 1.282 0.682 -3.816  -0.357
C -4.202 2.504 3.498  -0.106
C -3.113 3.209 2.993  -0.101
C -2.000 -3.053 3.257  -0.504
C 6.481 -0.392 -0.215  -0.140
C 0.696 1.854 -0.163  -0.088
C -2.730 -1.655 5.102  -0.620
C 1.756 2.753 -0.107  -0.114
C 3.767 -0.876 -0.167  -0.223
C -3.329 0.451 2.654  -0.091
B 2.279 -1.535 1.554  -0.332
H 2.931 -0.287 -4.814  0.110
H 2.902 1.935 -4.176  0.073
H -5.111 0.613 3.805  0.083
H 1.296 2.700 -3.789  0.093
H 3.485 3.443 1.061  0.093
H -1.313 3.030 1.878  0.090
H -3.593 2.235 -2.563  0.091
H -2.390 -1.591 -3.563  0.137
H -3.089 0.657 -4.356  0.121
H 0.838 0.695 3.034  0.108
H -2.985 4.303 3.188  0.105
H -2.325 -1.868 -0.957  0.113
H 2.873 2.171 3.041  0.109
H -2.600 2.164 -0.390  0.110
H -3.266 -0.665 2.574  0.112
H 1.977 3.404 -0.939  0.081
H 6.457 -0.792 1.909  0.084
H 6.258 -0.059 -2.281  0.090
H 3.734 -0.703 -2.228  0.113
H 2.169 -1.763 -6.813  0.066
H 0.484 -2.215 -6.874  0.056
H -0.342 1.300 -2.937  0.104
H 2.324 2.080 -2.488  0.070
H 7.593 -0.214 -0.265  0.101
H 1.469 -3.231 -5.917  0.092
H 0.094 1.740 -1.031  0.061
H -4.916 2.961 4.169  0.092


# 2
Formula: C21H64O11
Source: OMol25
Level of theory: ωB97M-V/def2-TZVPD

Computed properties:
2S+1 ... 1
ΔE to the lowest compared entry with this formula, charge and spin ... 27.1 kcal per mole
HOMO level ... -9.188 eV
SMILES ... CC(C)O.CC(C)O.CC(C)O.CC(C)O.CC(C)O.CC(C)O.CO.CO.CO.O.O

Last column: Löwdin charge in e.
Cartesian coordinates (Å):
O 1.287 -24.150 5.678  -0.152
O -1.278 -26.701 7.780  -0.066
O -3.777 -25.501 2.561  -0.074
O 3.621 -29.282 0.921  -0.062
O 3.727 -22.674 6.123  -0.058
O 2.023 -21.860 -0.959  -0.047
O 0.188 -21.834 9.059  -0.117
O 1.388 -26.753 6.643  -0.050
O -2.666 -22.802 2.649  -0.069
O 5.750 -24.740 6.057  -0.129
O 3.817 -20.558 4.175  -0.073
C -2.044 -25.858 6.903  -0.476
C -2.175 -22.230 3.874  -0.478
C -3.057 -26.136 1.496  -0.454
C 2.798 -18.489 3.456  -0.057
C 2.882 -28.050 1.091  -0.477
C 5.049 -25.987 5.908  -0.123
C 3.018 -23.111 0.781  -0.033
C -3.234 -25.329 7.703  -0.051
C -2.955 -25.145 0.310  -0.049
C -3.119 -22.596 5.005  -0.053
C 1.924 -23.107 -0.294  -0.486
C -1.667 -26.535 1.947  -0.050
C 2.718 -19.662 4.400  -0.493
C 3.159 -27.135 -0.093  -0.058
C -2.133 -20.739 3.647  -0.059
C 1.398 -24.237 4.268  -0.141
C -2.541 -26.641 5.701  -0.049
C 0.530 -23.222 0.322  -0.065
C 1.420 -20.461 4.265  -0.058
C -0.363 -23.017 8.490  -0.161
C 3.236 -27.357 2.379  -0.071
H -1.614 -27.452 2.538  0.076
H 0.362 -24.022 1.058  0.061
H 5.643 -26.675 5.305  0.082
H -4.677 -25.376 2.243  0.103
H -3.049 -26.021 4.961  0.060
H -1.821 -27.475 7.970  0.098
H 2.805 -19.355 5.450  0.136
H 3.144 -22.140 1.251  0.081
H 2.048 -23.948 -0.992  0.125
H 3.802 -18.066 3.536  0.079
H -1.219 -23.330 9.080  0.070
H 0.559 -19.801 4.132  0.063
H 0.588 -24.812 3.816  0.071
H 3.043 -27.947 3.279  0.081
H -1.415 -20.495 2.865  0.074
H -0.553 -22.806 7.432  0.063
H 2.380 -24.648 4.007  0.066
H 0.271 -22.369 0.964  0.081
H 1.240 -21.100 5.130  0.073
H -3.138 -20.364 3.464  0.086
H -1.435 -24.992 6.636  0.119
H -4.133 -22.225 4.839  0.091
H 1.477 -21.067 3.357  0.069
H 2.880 -23.136 5.956  0.012
H -1.267 -25.798 2.656  0.064
H -1.190 -22.654 4.111  0.124
H -3.214 -23.682 5.121  0.050
H -2.982 -24.834 8.639  0.071
H -3.943 -24.705 0.174  0.082
H 1.414 -23.248 3.815  0.058
H 2.065 -17.718 3.682  0.078
H 1.879 -27.527 6.936  0.058
H 3.345 -27.648 -1.038  0.080
H 4.560 -29.065 0.980  0.084
H 2.741 -23.906 1.476  0.057
H 1.054 -21.681 8.670  0.072
H 1.085 -25.033 6.027  0.033
H 0.458 -27.038 6.630  0.027
H -2.548 -25.610 -0.589  0.084
H 3.759 -21.188 4.918  0.037
H 4.265 -26.993 2.440  0.084
H 4.116 -25.769 5.386  0.062
H -2.905 -23.729 2.826  0.040
H -1.783 -20.248 4.561  0.080
H -3.804 -24.617 7.099  0.072
H 3.953 -23.384 0.289  0.078
H 1.845 -28.389 1.116  0.135
H -1.676 -27.085 5.188  0.073
H -3.885 -26.178 7.933  0.084
H 0.356 -23.846 8.507  0.081
H 2.306 -26.468 -0.249  0.069
H -2.786 -22.218 5.976  0.082
H 2.695 -18.819 2.420  0.083
H 1.380 -21.783 -1.671  0.089
H -2.254 -24.341 0.542  0.052
H -3.165 -27.511 5.922  0.090
H 6.631 -24.979 6.362  0.087
H -0.973 -26.534 1.110  0.076
H 4.390 -23.383 6.167  0.014
H 2.588 -26.481 2.500  0.061
H 4.781 -26.402 6.883  0.083
H 4.072 -26.548 0.044  0.080
H -0.293 -23.276 -0.396  0.071
H -3.646 -26.980 1.127  0.134


# 3
Formula: C31H28CrN5O11
Source: OMol25
Level of theory: ωB97M-V/def2-TZVPD

Computed properties:
2S+1 ... 5
HOMO level (alpha / beta) ... -11.729 / -11.729 eV
Total charge ... +1

Last column: Löwdin spin population.
Cartesian coordinates (Å):
Cr -2.040 0.318 -4.376  4.149
O -3.750 1.595 -2.900  0.014
O 5.539 -6.421 1.065  0.000
O 4.490 -6.142 2.952  0.000
O -1.384 0.060 -2.492  -0.173
O -5.799 1.947 -2.979  0.003
O 0.280 0.165 -4.872  0.022
O -4.606 -4.184 5.805  0.000
O -3.076 -2.804 6.048  0.000
O 1.128 3.155 3.911  0.000
O -0.124 3.400 2.111  0.000
O 1.553 1.527 -6.011  0.011
N -4.711 2.141 -2.463  0.001
N 0.974 3.296 2.707  0.000
N 1.397 0.710 -5.069  0.003
N -3.911 -3.321 5.387  0.000
N 4.611 -5.899 1.756  0.000
C -3.497 3.373 -0.552  0.000
C 4.595 3.654 1.517  0.000
C -4.642 3.141 -1.349  0.000
C -5.632 4.924 -0.060  0.000
C 4.827 0.855 -3.507  0.000
C -3.282 4.498 0.271  0.000
C -3.589 -1.732 3.553  0.000
C 3.335 2.633 -0.212  0.000
C 1.710 -3.413 -0.235  0.000
C -5.745 3.957 -1.054  0.000
C -3.610 -1.437 2.185  0.000
C -4.123 -2.922 3.961  0.000
C 2.223 3.340 1.804  0.000
C 3.677 -5.000 1.067  0.000
C 3.441 3.921 2.258  0.000
C 2.445 -0.557 -3.099  0.000
C 2.701 -4.068 -0.979  0.000
C 3.727 -4.701 -0.310  0.000
C 3.482 -0.716 -2.206  0.000
C -4.422 5.204 0.499  0.000
C -4.253 -2.362 1.313  0.000
C 4.644 0.051 -2.383  0.000
C -1.021 0.003 -1.138  -0.016
C 2.682 -4.378 1.797  0.000
C 4.536 3.042 0.270  0.000
C -4.780 -3.772 3.060  0.000
C -4.849 -3.570 1.716  0.000
C 2.203 2.718 0.544  0.000
C 3.821 0.921 -4.448  0.000
C 1.635 -3.673 1.153  0.000
C 2.561 0.353 -4.214  0.001
H 3.554 4.329 3.251  0.000
H 4.073 1.403 -5.381  0.000
H 4.494 -5.146 -0.928  0.000
H -6.701 3.827 -1.541  0.000
H 0.906 -3.120 1.727  0.000
H 2.722 -4.157 -2.056  0.000
H -1.594 -0.708 -0.542  0.002
H 0.040 -0.197 -0.994  -0.010
H 1.565 -1.159 -2.927  0.000
H -3.129 -0.943 4.129  0.000
H 2.612 -4.503 2.867  0.000
H 3.395 -1.365 -1.347  0.000
H 5.396 2.976 -0.380  0.000
H 5.715 1.455 -3.641  0.000
H 0.861 -2.949 -0.714  0.000
H -5.181 -4.719 3.389  0.000
H -4.222 -2.205 0.245  0.000
H -4.396 5.917 1.310  0.000
H -5.325 -4.231 1.007  0.000
H -3.129 -0.574 1.749  0.000
H 5.402 0.011 -1.615  0.000
H -2.375 4.749 0.801  0.000
H -2.648 2.741 -0.768  0.000
H -1.173 0.945 -0.611  -0.007
H 5.557 3.918 1.929  0.000
H -6.428 5.618 0.170  0.000
H 1.364 2.108 0.245  0.000
H 3.274 2.148 -1.175  0.000


# 4
Formula: C6H16NO
Source: OMol25
Level of theory: ωB97M-V/def2-TZVPD

Computed properties:
2S+1 ... 1
ΔE to the lowest compared entry with this formula, charge and spin ... 91.8 kcal per mole
HOMO level ... -13.843 eV
Total charge ... +1

Last column: natural (NBO) charge in e.
Cartesian coordinates (Å):
O -3.051 0.418 1.671  -0.716
N 2.298 1.850 0.939  -1.056
C -1.808 0.334 -0.326  -0.327
C -2.660 -0.468 0.648  -0.078
C -0.356 0.540 0.277  -0.595
C 0.809 -1.256 -1.046  -0.559
C 2.121 -0.608 -1.661  -0.560
C 0.461 -0.635 0.225  0.432
H -2.094 -1.304 1.097  0.144
H -1.722 -0.216 -1.256  0.213
H 2.957 -0.870 -1.016  0.228
H 0.010 -1.129 -1.787  0.287
H -3.435 -1.044 0.128  0.200
H 1.995 0.446 -1.453  0.215
H 0.887 -2.340 -0.943  0.251
H -0.568 0.739 1.330  0.272
H 0.131 1.368 -0.246  0.316
H 0.335 -1.390 1.004  0.225
H 1.883 0.963 1.085  0.321
H 2.378 2.341 1.818  0.391
H 2.225 -0.811 -2.714  0.258
H -2.253 1.309 -0.466  0.267
H 3.186 1.756 0.469  0.379
H -3.728 0.006 2.223  0.494


# 5
Formula: C19H24N4O3Pt
Source: OMol25
Level of theory: ωB97M-V/def2-TZVPD

Computed properties:
2S+1 ... 1
ΔE to the lowest compared entry with this formula, charge and spin ... 0.0 kcal per mole
HOMO level ... -7.595 eV

Last column: natural (NBO) charge in e.
Cartesian coordinates (Å):
Pt 0.739 0.479 0.240  0.884
O 2.738 -3.452 -1.496  -0.514
O 1.690 -1.185 -0.301  -0.736
O -0.043 2.140 1.037  -0.725
N -0.350 0.700 2.820  -0.404
N 0.376 1.105 -3.022  -0.450
N 0.487 1.524 -1.650  -0.657
N 0.339 -0.197 2.009  -0.296
C -1.886 0.200 -2.484  -0.643
C -0.534 1.835 2.212  0.533
C -2.803 3.564 4.675  -0.215
C -2.906 4.828 4.108  -0.200
C 0.600 -1.370 2.464  0.155
C 3.529 -2.348 -1.927  -0.240
C 1.615 -4.826 1.671  -0.256
C -1.443 4.146 2.328  -0.204
C 1.668 -2.300 0.387  0.384
C 0.047 -1.339 -2.940  -0.631
C -0.586 0.004 -3.268  0.098
C 2.207 -3.459 -0.238  0.221
C 1.166 -2.448 1.701  -0.239
C -2.024 2.592 4.071  -0.193
C -0.864 0.075 -4.768  -0.611
C -1.340 2.878 2.892  -0.044
C 2.153 -4.683 0.389  -0.217
C 1.150 -3.715 2.321  -0.164
C -2.223 5.118 2.936  -0.217
H 0.069 0.033 -5.331  0.221
H -0.338 2.042 -1.349  0.381
H 2.553 -5.534 -0.147  0.224
H 2.917 -1.514 -2.259  0.193
H -2.263 1.222 -2.595  0.197
H -2.297 6.103 2.495  0.213
H 0.023 1.914 -3.526  0.338
H 4.194 -2.008 -1.131  0.176
H -1.487 -0.766 -5.069  0.221
H -0.693 -2.133 -3.059  0.209
H 1.579 -5.800 2.139  0.216
H -3.335 3.336 5.589  0.214
H -1.392 0.996 -5.035  0.199
H 1.266 2.175 -1.630  0.398
H -1.745 -0.007 -1.422  0.225
H 0.880 -1.540 -3.616  0.212
H -0.903 4.361 1.417  0.227
H -3.519 5.586 4.580  0.213
H 4.125 -2.729 -2.755  0.183
H 0.742 -3.793 3.321  0.207
H 0.419 -1.376 -1.919  0.246
H -2.656 -0.477 -2.856  0.224
H -1.937 1.604 4.501  0.236
H 0.298 -1.561 3.489  0.207


> Which formula does entry 5 have?

C19H24N4O3Pt


> Among the records above, which one has the highest 2S+1?

C31H28CrN5O11


> Among the records above, which one has the highest 2S+1?

C31H28CrN5O11